*i*
DFT (ωB97M-V/def2-TZVPD) results for a 2-piece molecular cluster, C6H11N2 overall.

```
19
C6H11N2 | the Open Molecules 2025 dataset | ωB97M-V/def2-TZVPD
C 0.410 1.650 -0.133
C -2.954 -1.650 0.012
C 0.042 2.448 -1.037
C 2.379 -0.810 -0.373
C 0.815 0.771 0.785
C 1.130 -0.687 0.476
N -2.435 -0.644 0.478
N -1.898 0.286 0.873
H -4.019 -1.575 -0.219
H -2.514 -2.629 -0.122
H -0.885 2.590 -1.705
H 0.927 3.164 -1.329
H 3.228 -0.837 0.218
H 2.273 -0.029 -1.232
H 2.404 -1.833 -0.668
H -1.130 0.879 0.501
H 0.723 1.104 1.871
H 0.180 -1.020 0.139
H 1.324 -1.178 1.466
```

Results
HOMO energy   -13.47 eV
Net charge   +1
Lowest unoccupied orbital energy   -0.2077 hartree



*ii*
DFT (ωB97M-V/def2-TZVPD) results for an isolated ion of composition C6H11N2 and charge +1.

```
19
C6H11N2 | the Open Molecules 2025 dataset | ωB97M-V/def2-TZVPD
C 2.796 -0.159 -0.202
C -0.344 0.019 -0.752
C 0.481 -0.404 0.457
C 0.328 1.039 0.074
C -2.502 -0.305 0.701
C -1.947 -0.021 -0.723
N 1.811 -0.921 0.297
N 2.530 1.050 -0.510
H 3.840 -0.412 0.062
H 0.184 -0.100 -1.837
H -0.095 -0.690 1.402
H 0.315 1.957 0.542
H -2.195 -1.321 0.942
H -3.587 -0.292 0.592
H -2.057 0.438 1.375
H -2.313 0.937 -0.899
H -2.406 -0.666 -1.452
H 1.912 -1.965 0.336
H 3.250 1.817 -0.404
```

Results
HOMO energy   -14.23 eV
Net charge   +1
Lowest unoccupied orbital energy   -0.2004 hartree



*iii*
DFT (ωB97M-V/def2-TZVPD) results for an isolated ion of composition C6H11N2 and charge +1.

```
19
C6H11N2 | the Open Molecules 2025 dataset | ωB97M-V/def2-TZVPD
C -2.236 1.416 0.043
C -1.266 0.723 -0.759
C -0.570 -0.331 -0.371
C -0.608 -1.001 0.856
C 0.490 -0.945 -1.412
N 1.752 -0.782 -0.859
C 2.393 -0.392 0.013
N 3.146 0.200 0.882
H -2.579 0.760 0.811
H -3.082 1.806 -0.573
H -1.699 2.261 0.542
H -0.997 1.343 -1.723
H -0.174 -1.979 0.706
H -1.553 -1.131 1.409
H -0.008 -0.535 1.623
H 0.323 -2.041 -1.713
H 0.379 -0.282 -2.223
H 3.235 -0.320 1.745
H 3.054 1.229 1.004
```

Results
HOMO energy   -13.00 eV
SMILES string   C/C=C(\C)CN=C=[NH2+]
Net charge   +1
Lowest unoccupied orbital energy   -0.1424 hartree



Most stable to least stable, the ends of the list are *iii* and *i*.



*i*
DFT (ωB97M-V/def2-TZVPD) results for a 2-piece molecular cluster, C2H9N2O overall.

```
14
C2H9N2O | the Open Molecules 2025 dataset | ωB97M-V/def2-TZVPD
C 0.361 2.311 -0.963
N -0.568 1.327 -0.267
H 0.137 3.335 -0.689
H 1.429 2.227 -0.615
H 0.370 2.401 -2.167
H -0.138 0.342 0.003
H -1.418 1.266 -0.957
H -1.100 1.864 0.567
C 0.828 -2.248 0.889
N -0.417 -2.802 0.898
O 0.724 -1.187 0.272
H 1.649 -2.781 1.308
H -0.720 -3.608 1.455
H -1.135 -2.449 0.266
```

Results
HOMO energy   -13.97 eV
Net charge   +1
Lowest unoccupied orbital energy   -0.1295 hartree



*ii*
DFT (ωB97M-V/def2-TZVPD) results for a 2-piece molecular cluster, C2H9N2O overall.

```
14
C2H9N2O | the Open Molecules 2025 dataset | ωB97M-V/def2-TZVPD
C 1.977 -0.263 0.220
C 0.542 -0.212 0.503
N -0.053 1.135 0.245
N 2.270 -0.685 -1.116
H 2.593 0.442 0.786
H -0.076 -0.785 -0.186
H -0.520 1.206 -0.647
H 0.401 1.974 0.574
H 0.218 -0.484 1.517
H 3.146 -1.234 -0.995
H 2.760 0.181 -1.428
H -4.813 -0.325 0.153
H -3.691 0.038 1.059
O -3.873 -0.154 0.120
```

Results
HOMO energy   -14.18 eV
Net charge   +1
Lowest unoccupied orbital energy   -0.2807 hartree



*iii*
DFT (ωB97M-V/def2-TZVPD) results for a 2-piece molecular cluster, C2H9N2O overall.

```
14
C2H9N2O | the Open Molecules 2025 dataset | ωB97M-V/def2-TZVPD
C 1.561 0.346 0.987
N 1.559 0.998 -0.368
H 2.393 0.658 1.605
H 1.443 -0.706 0.756
H 0.646 0.676 1.477
H 2.392 0.695 -0.878
H 0.659 0.813 -0.887
H 1.624 2.022 -0.331
C -1.631 -0.834 -0.870
N -2.405 -1.030 0.209
O -0.709 -0.041 -0.966
H -1.850 -1.529 -1.686
H -3.106 -1.738 0.047
H -2.576 -0.330 0.906
```

Results
HOMO energy   -14.73 eV
Net charge   +1
Lowest unoccupied orbital energy   -0.1141 hartree



Most stable to least stable, the ends of the list are *iii* and *ii*.



*i*
DFT (ωB97M-V/def2-TZVPD) results for a 2-piece molecular cluster, C2H9N2O overall.

```
14
C2H9N2O | the Open Molecules 2025 dataset | ωB97M-V/def2-TZVPD
C -0.094 -0.894 -0.566
C -0.030 0.352 -1.092
N 0.632 1.440 -0.316
N -1.074 -1.723 -1.043
H 0.770 -1.135 0.041
H -0.644 0.746 -1.879
H 0.268 1.485 0.645
H 0.529 2.347 -0.757
H 1.643 1.299 -0.283
H -1.321 -1.802 -2.019
H -1.075 -2.653 -0.644
H 0.914 0.085 2.787
H -0.645 0.169 2.848
O 0.128 0.282 2.279
```

Results
HOMO energy   -12.88 eV
Net charge   +1
Lowest unoccupied orbital energy   -0.1203 hartree



*ii*
DFT (ωB97M-V/def2-TZVPD) results for a 2-piece molecular cluster, C2H9N2O overall.

```
14
C2H9N2O | the Open Molecules 2025 dataset | ωB97M-V/def2-TZVPD
C 2.194 -0.441 1.393
N 0.970 -0.963 0.668
H 3.013 -1.138 1.285
H 2.488 0.525 1.002
H 1.897 -0.373 2.433
H 0.448 -0.232 0.161
H 0.496 -1.667 1.222
H 1.343 -1.458 -0.156
C -1.713 1.371 -1.088
N -2.581 0.572 -1.710
O -0.616 1.018 -0.668
H -2.053 2.391 -0.872
H -3.559 0.787 -1.809
H -2.327 -0.391 -1.862
```

Results
HOMO energy   -14.29 eV
Net charge   +1
Lowest unoccupied orbital energy   -0.1227 hartree



Most stable to least stable, the ends of the list are *ii* and *i*.